This record from the OMol25 dataset describes 2 unconnected molecules or ions with the total composition C6H13NO. The level of theory is ωB97M-V/def2-TZVPD.

Atoms and positions in Å:
C  1.914  -2.434  0.664
C  0.825  -1.697  0.820
C  0.005  -1.078  -0.252
C  -1.024  -1.919  -0.944
C  0.132  0.237  -0.485
C  0.941  1.157  0.389
N  -0.451  0.867  -1.593
H  2.461  -2.828  1.506
H  2.206  -2.812  -0.317
H  0.527  -1.465  1.837
H  -1.541  -2.619  -0.284
H  -1.792  -1.293  -1.403
H  -0.659  -2.526  -1.787
H  1.889  1.440  -0.083
H  0.342  2.042  0.619
H  1.169  0.682  1.337
H  -1.358  0.545  -1.885
H  -0.336  1.868  -1.611
O  -2.084  4.061  1.350
H  -1.920  3.242  0.861
H  -1.246  4.531  1.262

Values from the calculation:
SMILES: C=C/C(C)=C(\C)N.O
net charge: 0
relative energy (zero: lowest compared OMol25 entry of this formula, charge and spin): 190.1 kJ/mol
gap between HOMO and LUMO: 8.49 eV